Computed, not measured: a structure of composition C15H31N3O24S4 in a non-equilibrium geometry, with ωB97M-V/def2-TZVPD.

Computed properties:
- charge = 0
- E (Ha) = -4152.5538
- molar mass (g mol⁻¹) = 765.68

CARTESIAN COORDINATES (ANGSTROEM)
C: 0.29 1.02 -0.46
N: -0.08 -0.07 -1.43
O: -0.41 0.25 -2.56
O: 0.01 -1.22 -1.05
H: 1.35 1.17 -0.59
H: 0.05 0.55 0.49
H: -0.34 1.89 -0.57
C: -1.59 1.46 -5.69
N: -1.22 0.21 -6.40
O: -0.05 -0.10 -6.39
O: -2.12 -0.43 -6.91
H: -1.30 1.39 -4.65
H: -2.66 1.61 -5.77
H: -1.09 2.28 -6.20
C: -3.22 -1.52 -3.58
N: -3.37 -2.95 -3.25
O: -4.51 -3.39 -3.23
O: -2.37 -3.59 -3.04
H: -2.20 -1.18 -3.43
H: -3.96 -0.94 -3.04
H: -3.45 -1.39 -4.64
O: -1.02 4.59 -0.24
C: -0.74 4.44 0.91
O: -0.78 3.20 1.49
C: -0.78 3.34 2.91
C: -0.07 4.64 3.20
C: -0.35 5.49 1.95
H: -0.39 2.50 3.49
H: -1.84 3.26 3.19
H: 1.00 4.51 3.28
H: -0.38 5.06 4.16
H: 0.58 5.95 1.63
H: -1.16 6.20 2.06
C: -0.39 -3.33 1.01
C: 0.92 -2.71 1.48
O: 1.80 -3.84 1.58
S: 1.58 -4.69 0.27
O: 1.84 -6.03 0.56
O: 2.19 -4.07 -0.84
O: 0.00 -4.42 0.17
H: -0.89 -2.61 0.37
H: -1.08 -3.58 1.81
H: 0.83 -2.24 2.45
H: 1.27 -2.02 0.71
C: 3.72 -1.16 -2.85
C: 2.55 -2.03 -3.28
O: 3.21 -3.00 -4.09
S: 4.14 -2.18 -5.09
O: 3.36 -1.56 -6.09
O: 5.26 -2.96 -5.46
O: 4.58 -1.11 -4.00
H: 4.32 -1.65 -2.08
H: 3.50 -0.15 -2.51
H: 1.78 -1.49 -3.83
H: 2.09 -2.57 -2.46
C: 2.60 1.11 4.37
C: 1.92 0.10 3.47
O: 2.46 0.36 2.19
S: 3.07 1.85 2.11
O: 2.41 2.64 1.14
O: 4.47 1.71 2.05
O: 2.59 2.30 3.54
H: 3.65 0.90 4.59
H: 2.11 1.25 5.33
H: 0.84 0.24 3.47
H: 2.17 -0.91 3.81
C: -4.03 0.80 3.90
C: -3.47 -0.34 4.78
O: -2.48 -0.98 3.99
S: -2.50 -0.47 2.48
O: -3.40 -1.24 1.71
O: -1.17 -0.32 2.05
O: -3.11 0.95 2.83
H: -4.15 1.75 4.41
H: -5.05 0.54 3.59
H: -4.27 -1.06 4.97
H: -3.08 0.00 5.73

Here are the Löwdin charges for atoms 1 to 2, given in e: 0.070 -0.388

Computed, not measured: an isolated molecule of C3H3FN2O2 in a non-equilibrium geometry, with ωB97M-V/def2-TZVPD.

Computed properties:
- charge = 0
- E (Ha) = -475.9552
- molar mass (g mol⁻¹) = 118.07

CARTESIAN COORDINATES (ANGSTROEM)
C: 0.89 -1.47 0.82
C: 0.19 -0.39 0.05
C: -0.65 1.71 -0.22
H: 0.55 -2.37 0.42
H: 0.62 -1.27 1.88
H: -1.69 1.06 -1.85
N: -0.48 -0.45 -1.02
N: -1.06 0.81 -1.14
O: -0.83 2.92 -0.15
O: 0.12 0.87 0.66
F: 2.32 -1.42 0.56

Here are the Löwdin charges for atoms 1 to 2, given in e: -0.038 -0.304

> The lowest E belongs to which entry?

C15H31N3O24S4